No. 1
ORCA calculation (ωB97M-V with the def2-TZVPD basis set) on a gas-phase ion, C4H8N2P (charge +1) at a distorted geometry.

Results
total charge: +1
LUMO energy (spin up / spin down): -6.0 / -5.8 eV
gap between HOMO and LUMO (spin up / spin down): 7.13 / 7.16 eV
energy relative to the best compared isomer or geometry (same formula, charge and spin): 490.9 kJ/mol
2S+1: 1
SMILES string: [H]/N=C(C)/C=[NH+]\C#[PH2]

Element x y z (Å)
1 H -0.463 -2.090 -0.023
2 N -0.092 -1.128 0.194
3 C -0.993 -0.147 0.149
4 C -2.413 -0.504 -0.212
5 C -0.444 1.165 0.339
6 N 0.880 1.435 0.456
7 C 1.916 0.634 0.514
8 P 2.714 -0.643 -0.142
9 H -2.939 0.349 -0.666
10 H -2.269 -1.371 -0.934
11 H -2.959 -0.836 0.718
12 H -1.061 1.973 0.288
13 H 1.134 2.493 0.374
14 H 2.942 -0.730 -1.430
15 H 4.046 -0.598 0.375



No. 2
ORCA calculation (ωB97M-V with the def2-TZVPD basis set) on 2 unconnected molecules or ions with the total composition C4H8N2P at a distorted geometry.

Results
total charge: +1
LUMO energy: -4.8 eV
gap between HOMO and LUMO: 8.32 eV
energy relative to the best compared isomer or geometry (same formula, charge and spin): 398.1 kJ/mol
2S+1: 1

Element x y z (Å)
1 C -1.297 0.874 1.408
2 C 0.064 -0.929 0.453
3 C 2.121 -0.971 -1.044
4 C -2.243 1.337 0.338
5 N -0.561 -0.119 1.290
6 N 1.061 -0.401 -0.276
7 P 3.074 -0.372 -2.247
8 H -1.389 1.432 2.377
9 H -0.102 -1.992 0.521
10 H 1.859 -2.463 -0.651
11 H -2.148 2.417 0.319
12 H -1.983 0.901 -0.620
13 H -3.325 1.251 0.528
14 H 0.940 0.653 -0.079
15 H 3.928 -1.620 -2.317



No. 3
ORCA calculation (ωB97M-V with the def2-TZVPD basis set) on a single C4H8N2S molecule at a distorted geometry.

Results
LUMO energy: 0.7 eV
gap between HOMO and LUMO: 8.43 eV
energy relative to the best compared isomer or geometry (same formula, charge and spin): 181.8 kJ/mol
2S+1: 1
SMILES string: C=CN/C=N/SC

Element x y z (Å)
1 C -1.935 1.153 -0.101
2 C -2.311 -0.116 0.067
3 N -1.534 -1.270 -0.062
4 C -0.169 -1.342 0.002
5 N 0.642 -0.372 -0.091
6 S 2.277 -0.860 -0.045
7 C 2.853 0.824 0.039
8 H -2.618 1.982 0.049
9 H -0.923 1.442 -0.372
10 H -3.306 -0.420 0.340
11 H -2.021 -2.153 -0.103
12 H 0.127 -2.389 0.056
13 H 3.949 0.805 0.127
14 H 2.433 1.319 0.923
15 H 2.538 1.396 -0.828



No. 4
ORCA calculation (ωB97M-V with the def2-TZVPD basis set) on a single C4H8N2S molecule at a distorted geometry.

Results
LUMO energy: 0.9 eV
gap between HOMO and LUMO: 9.35 eV
energy relative to the best compared isomer or geometry (same formula, charge and spin): 564.0 kJ/mol
2S+1: 1
SMILES string: C=NN[C@@H]1C[C@@H]1S

Element x y z (Å)
1 C -2.390 -0.887 0.559
2 N -2.076 -0.289 -0.502
3 N -1.092 0.722 -0.598
4 C -0.137 1.042 0.416
5 C 1.007 1.805 -0.116
6 C 1.276 0.367 0.520
7 S 1.641 -1.312 -0.183
8 H -1.862 -0.411 1.461
9 H -3.381 -1.456 0.616
10 H -1.107 1.143 -1.711
11 H -0.596 1.304 1.365
12 H 1.273 2.229 -1.214
13 H 1.331 2.607 0.742
14 H 1.595 0.294 1.474
15 H 0.139 -1.704 -0.393



No. 5
ORCA calculation (ωB97M-V with the def2-TZVPD basis set) on a single C4H8N2S molecule at a distorted geometry.

Results
LUMO energy: 0.9 eV
gap between HOMO and LUMO: 10.11 eV
energy relative to the best compared isomer or geometry (same formula, charge and spin): 394.0 kJ/mol
2S+1: 1
SMILES string: N/N=C\SC1CC1

Element x y z (Å)
1 N -1.976 0.889 -0.572
2 N -2.392 0.062 0.478
3 C -1.629 -0.923 0.671
4 S -0.438 -1.424 -0.574
5 C 0.635 -0.055 -0.177
6 C 2.067 0.049 -0.525
7 C 1.519 0.135 0.910
8 H -1.669 0.194 -1.271
9 H -2.735 1.552 -1.049
10 H -1.777 -1.689 1.468
11 H 0.196 0.895 -0.593
12 H 2.528 -0.928 -0.708
13 H 2.337 1.056 -0.999
14 H 1.701 -0.844 1.541
15 H 1.633 1.030 1.399



No. 6
ORCA calculation (ωB97M-V with the def2-TZVPD basis set) on a single C4H8N2S2 molecule at a distorted geometry.

Results
LUMO energy: 0.2 eV
gap between HOMO and LUMO: 8.53 eV
energy relative to the best compared isomer or geometry (same formula, charge and spin): 122.5 kJ/mol
2S+1: 1
SMILES string: N[C@@H]1C[C@]1(N)C(=S)S

Element x y z (Å)
1 N -1.639 -0.859 1.461
2 C -1.785 0.168 0.473
3 C -1.775 -0.232 -0.941
4 C -0.619 0.550 -0.399
5 N -0.495 1.954 -0.700
6 C 0.702 -0.163 -0.158
7 S 0.997 -1.699 -0.567
8 S 1.917 0.801 0.611
9 H -2.530 -1.381 1.537
10 H -1.390 -0.573 2.378
11 H -2.404 1.107 0.652
12 H -2.462 0.315 -1.606
13 H -1.661 -1.282 -1.213
14 H -0.241 2.165 -1.719
15 H -1.343 2.466 -0.442
16 H 1.203 1.952 0.531



no.,DFT total energy (Ha)
1,-607.633831
2,-607.669192
3,-664.863534
4,-664.717973
5,-664.782696
6,-1063.049062